A structure of composition C24H37BeBr2Cl2F4MgO13S at a distorted geometry. Source: the Open Molecules 2025 dataset; level of theory: ωB97M-V/def2-TZVPD.

Summary:
HOMO-LUMO gap   1.383 eV
Net charge   -1
LUMO   -2.8 eV
Molar mass   905.6 u
Highest occupied orbital energy   -4.163 eV
Multiplicity   1
E   -244765.0632 eV

Each line ends with the Mulliken charge.
Element x y z (Å)
C -5.05255 2.12062 -2.63717  -1.01
C -3.72837 2.95691 -2.27919  -0.64
C -3.34522 2.88283 -0.71211  -0.02
C -1.79859 3.37811 -0.62399  -1.15
C -1.06619 2.93506 0.73497  1.68
C -0.07018 1.68688 0.54137  -0.61
C -0.86194 0.30908 0.71628  -0.48
C -0.02883 -0.99803 0.35309  -0.13
F 0.67334 -1.58704 1.49155  -0.36
Br -1.38956 -2.38024 -0.17520  0.00
C 0.95823 -0.85356 -0.89509  0.47
F 1.24651 -2.19124 -1.33988  -0.20
F 0.34649 -0.22884 -2.01920  -0.20
Br 2.72984 -0.06933 -0.44209  -0.11
C -2.09435 2.75983 1.95116  -1.27
C -2.53154 4.20650 2.44817  0.10
O -3.86338 4.66832 2.16398  -0.53
O -1.44546 5.05882 1.93872  -0.31
C -0.38783 4.31339 1.26309  -0.73
O 0.77151 4.72432 1.15160  -0.46
H -5.38356 2.32085 -3.72393  0.37
H -5.95640 2.42991 -1.98882  0.28
H -4.89902 0.93910 -2.54835  0.16
H -2.86080 2.49314 -2.85538  0.32
H -3.81714 4.06483 -2.58819  0.32
H -4.03140 3.58554 -0.13731  0.24
H -3.49355 1.84058 -0.26637  0.22
H -1.84512 4.52235 -0.67895  0.40
H -1.22381 2.98108 -1.52635  0.45
H 0.79673 1.81676 1.29176  0.07
H 0.40729 1.81407 -0.49968  0.41
H -1.12802 0.21890 1.83502  0.36
H -1.86411 0.39497 0.17337  0.34
H -2.87914 1.91130 1.83994  0.51
H -1.45404 2.38002 2.83544  0.52
H -2.52307 4.13447 3.59583  0.26
H -4.51357 3.99776 2.45653  0.28
Cl -3.62248 -0.04348 -2.76835  -0.50
Be 2.19543 -1.70652 2.76470  0.87
Cl -2.28774 7.05806 2.24799  -0.27
C 6.37987 3.16815 -3.18435  -0.63
O 5.94931 3.49238 -1.86496  -0.31
C 4.72610 4.04882 -1.80628  0.75
O 4.00824 4.27903 -2.74809  -0.55
O 4.44631 4.30134 -0.52060  -0.30
C 3.16470 4.89857 -0.30402  -0.42
H 7.37465 2.72752 -3.11084  0.22
H 5.70992 2.43546 -3.63940  0.28
H 6.44447 4.06738 -3.80083  0.29
H 2.36872 4.23526 -0.64373  0.15
H 3.10155 5.86712 -0.80547  0.29
H 3.04660 5.05673 0.76633  0.24
C 4.38006 1.50172 3.60559  -0.16
O 3.22513 1.37852 2.97820  -0.54
H 4.83858 0.56212 4.01485  -0.42
H 5.23014 1.91134 3.02569  0.32
H 4.40255 2.15473 4.50319  0.35
Mg 5.56445 -0.28797 5.68731  0.16
F -3.79620 1.91493 3.03595  -0.78
C 2.61516 -5.01016 -0.07556  -0.27
C 3.80698 -5.58878 0.29741  0.28
C 3.64841 -6.96810 0.92483  0.46
O 4.58298 -7.67985 1.25819  -0.60
C 2.28308 -7.47386 1.15047  -0.47
C 1.09250 -6.89062 0.79034  0.41
C 1.25531 -5.56104 0.06681  0.51
O 0.32785 -4.91682 -0.39949  -0.57
O -0.06061 -7.32411 0.98430  -0.67
O 4.95137 -5.11893 0.17343  -0.62
H 2.63063 -4.03068 -0.54166  0.57
H 2.26245 -8.42881 1.66351  0.43
O -6.17332 2.21976 3.98012  -0.37
H -5.80876 2.63950 4.78965  0.42
H -7.14957 2.12574 4.02767  0.43
H -5.72033 1.35297 3.78669  0.41
C -1.71134 -7.98310 -4.16745  -0.94
S -0.65649 -6.62275 -3.62055  0.51
O 0.69909 -7.19109 -3.34654  -0.63
C -1.47195 -6.37892 -2.03162  -0.38
H -1.35680 -8.32688 -5.14011  0.33
H -1.65979 -8.80567 -3.45156  0.29
H -2.74014 -7.63118 -4.26193  0.33
H -1.43518 -7.30082 -1.44809  0.28
H -2.50935 -6.07876 -2.19615  0.42
H -0.94573 -5.58624 -1.49024  -0.14